w.
# C38H87FIN4O12

A cluster of 9 separate species, C38H87FIN4O12 in total (ωB97M-V/def2-TZVPD, the OMol25 dataset).

The geometry in ORCA input format:
```
! wB97M-V def2-TZVPD RIJCOSX def2/J DEFGRID3
* xyz 1 1
C 5.546 3.310 1.201
C 4.613 3.276 -0.007
O 4.276 2.226 -0.451
N 4.194 4.509 -0.479
C 3.237 4.433 -1.585
C 1.754 4.351 -1.117
C 1.243 2.877 -1.267
C -0.260 2.691 -1.479
N -1.179 2.030 -0.419
C -2.298 1.535 -1.316
C -3.680 1.132 -0.770
C -4.097 -0.308 -1.244
C -4.599 -1.219 -0.088
C -4.054 -2.671 -0.225
N -3.201 -3.036 0.932
C -1.805 3.102 0.416
C -0.857 3.736 1.475
I -0.711 5.872 0.986
C -1.506 3.736 2.908
C -0.434 3.664 3.973
O -0.390 2.861 4.783
F 0.489 4.625 3.916
O 0.380 3.105 1.590
C 0.353 1.667 1.579
C -0.507 1.000 0.438
C -1.445 -0.031 1.181
C -2.318 0.399 2.351
O -2.031 0.072 3.438
N 0.450 0.179 -0.237
C 0.213 -0.697 -1.142
C -0.227 -2.139 -0.960
C 0.557 -0.396 -2.604
H 4.967 3.326 2.130
H 6.198 4.186 1.187
H 6.155 2.408 1.203
H 3.841 5.091 0.273
H 3.503 3.626 -2.266
H 3.337 5.360 -2.162
H 1.794 4.527 -0.039
H 1.116 5.061 -1.645
H 1.741 2.321 -0.479
H 1.758 2.542 -2.174
H -0.397 2.218 -2.449
H -0.693 3.684 -1.646
H -2.501 2.377 -1.981
H -1.962 0.757 -2.000
H -4.462 1.780 -1.172
H -3.836 1.141 0.309
H -4.882 -0.213 -1.998
H -3.270 -0.834 -1.735
H -4.246 -0.831 0.869
H -5.685 -1.317 -0.120
H -3.433 -2.801 -1.119
H -4.873 -3.393 -0.323
H -2.440 -3.631 0.630
H -3.777 -3.527 1.605
H -2.615 2.696 1.029
H -2.310 3.837 -0.202
H -2.261 2.960 3.042
H -2.016 4.687 3.091
H 1.396 1.383 1.454
H 0.085 1.309 2.581
H -2.085 -0.584 0.478
H -0.775 -0.791 1.571
H -3.217 1.052 2.278
H 0.509 -2.852 -1.328
H -1.124 -2.241 -1.590
H -0.556 -2.332 0.060
H 1.281 -1.158 -2.919
H 1.026 0.577 -2.718
H -0.344 -0.531 -3.213
C -0.180 -6.019 -4.375
C 0.183 -6.023 -2.904
O -0.598 -5.067 -2.179
H -0.021 -5.028 -4.805
H 0.419 -6.742 -4.928
H -1.237 -6.263 -4.513
H 1.232 -5.760 -2.768
H 0.016 -7.011 -2.465
H -1.524 -5.313 -2.293
C 1.716 -5.718 0.901
C 0.574 -6.191 1.777
O -0.618 -5.453 1.480
H 1.893 -4.651 1.054
H 2.636 -6.262 1.122
H 1.474 -5.857 -0.156
H 0.806 -6.033 2.827
H 0.381 -7.253 1.626
H -0.842 -5.594 0.551
C 1.299 10.893 0.534
C 0.871 9.439 0.575
O -0.550 9.328 0.686
H 0.965 11.413 1.433
H 2.384 10.980 0.460
H 0.849 11.404 -0.320
H 1.304 8.937 1.439
H 1.198 8.915 -0.330
H -0.938 9.762 -0.082
C 3.594 -9.489 2.391
C 3.033 -8.477 3.373
O 1.602 -8.497 3.354
H 3.242 -9.277 1.379
H 4.684 -9.474 2.394
H 3.258 -10.498 2.642
H 3.352 -7.469 3.109
H 3.374 -8.688 4.387
H 1.322 -9.386 3.600
C 0.464 1.748 -7.360
C 0.836 1.643 -5.897
O 0.039 2.533 -5.113
H 0.605 2.769 -7.716
H 1.071 1.076 -7.969
H -0.589 1.499 -7.506
H 1.881 1.913 -5.747
H 0.688 0.621 -5.530
H -0.886 2.285 -5.246
C 1.484 -4.733 6.094
C 2.541 -5.606 5.443
O 2.463 -6.945 5.918
H 1.603 -4.737 7.178
H 1.551 -3.704 5.737
H 0.483 -5.113 5.878
H 3.539 -5.237 5.678
H 2.420 -5.608 4.354
H 1.585 -7.281 5.701
C -3.256 5.340 -7.240
C -2.399 4.113 -7.479
O -2.792 3.053 -6.599
H -3.164 5.673 -6.205
H -2.961 6.158 -7.899
H -4.311 5.116 -7.414
H -1.350 4.333 -7.284
H -2.491 3.767 -8.513
H -3.717 2.854 -6.782
C 0.093 -0.195 6.340
C -0.268 -1.667 6.297
O -1.676 -1.847 6.411
H -0.251 0.257 7.271
H 1.173 -0.053 6.259
H -0.393 0.342 5.523
H 0.198 -2.203 7.123
H 0.071 -2.121 5.358
H -2.087 -1.382 5.672
*
```

## Properties
* orbital gap: 8.49 eV
* LUMO level: -2.6 eV

---

x.
# C38H87FIN4O12

A cluster of 9 separate species, C38H87FIN4O12 in total (ωB97M-V/def2-TZVPD, the OMol25 dataset).

The geometry in ORCA input format:
```
! wB97M-V def2-TZVPD RIJCOSX def2/J DEFGRID3
* xyz 1 1
C 5.325 3.032 1.535
C 4.502 2.986 0.271
O 4.123 1.951 -0.232
N 4.218 4.220 -0.288
C 3.325 4.245 -1.444
C 1.827 4.235 -1.078
C 1.232 2.829 -1.254
C -0.277 2.745 -1.506
N -1.295 2.087 -0.510
C -2.391 1.607 -1.451
C -3.766 1.154 -0.933
C -4.144 -0.279 -1.379
C -4.650 -1.202 -0.251
C -4.073 -2.635 -0.313
N -3.212 -2.908 0.844
C -1.910 3.121 0.378
C -0.945 3.725 1.429
I -0.595 5.796 0.875
C -1.574 3.742 2.846
C -0.527 3.586 3.930
O -0.493 2.753 4.741
F 0.389 4.569 3.889
O 0.277 3.042 1.439
C 0.213 1.611 1.455
C -0.667 0.939 0.349
C -1.720 -0.010 1.016
C -2.589 0.402 2.176
O -2.422 -0.018 3.273
N 0.139 0.173 -0.479
C 0.060 -0.723 -1.380
C -0.355 -2.153 -1.126
C 0.531 -0.428 -2.776
H 4.658 3.119 2.400
H 6.014 3.878 1.542
H 5.877 2.097 1.627
H 3.982 4.903 0.423
H 3.574 3.377 -2.057
H 3.573 5.134 -2.032
H 1.759 4.501 -0.019
H 1.274 4.977 -1.664
H 1.582 2.196 -0.453
H 1.702 2.398 -2.146
H -0.442 2.226 -2.449
H -0.683 3.753 -1.650
H -2.538 2.465 -2.112
H -1.936 0.833 -2.074
H -4.506 1.852 -1.333
H -3.873 1.218 0.152
H -4.909 -0.214 -2.159
H -3.274 -0.748 -1.856
H -4.356 -0.792 0.722
H -5.742 -1.252 -0.281
H -3.460 -2.754 -1.213
H -4.887 -3.364 -0.406
H -2.433 -3.510 0.597
H -3.718 -3.374 1.588
H -2.748 2.651 0.892
H -2.342 3.885 -0.268
H -2.308 2.946 2.985
H -2.089 4.689 3.031
H 1.242 1.291 1.293
H -0.094 1.265 2.448
H -2.363 -0.455 0.249
H -1.110 -0.828 1.406
H -3.439 1.090 1.998
H 0.449 -2.845 -1.390
H -1.185 -2.392 -1.805
H -0.694 -2.320 -0.104
H 1.325 -1.116 -3.086
H 0.904 0.592 -2.840
H -0.307 -0.587 -3.466
C -0.053 -6.296 -4.300
C 0.261 -6.166 -2.825
O -0.565 -5.186 -2.179
H 0.081 -5.339 -4.806
H 0.600 -7.032 -4.770
H -1.086 -6.617 -4.452
H 1.289 -5.839 -2.676
H 0.138 -7.128 -2.319
H -1.478 -5.469 -2.305
C 1.784 -5.489 0.825
C 0.631 -5.926 1.703
O -0.570 -5.225 1.361
H 1.935 -4.411 0.912
H 2.715 -5.991 1.094
H 1.571 -5.711 -0.223
H 0.828 -5.694 2.748
H 0.471 -7.003 1.630
H -0.772 -5.429 0.439
C 1.884 10.391 0.283
C 1.310 8.991 0.355
O -0.116 8.992 0.452
H 1.584 10.969 1.157
H 2.973 10.362 0.240
H 1.524 10.913 -0.607
H 1.659 8.477 1.250
H 1.626 8.405 -0.516
H -0.471 9.438 -0.325
C 3.801 -9.292 2.547
C 3.235 -8.252 3.495
O 1.802 -8.259 3.495
H 3.440 -9.124 1.531
H 4.891 -9.259 2.540
H 3.495 -10.296 2.849
H 3.528 -7.248 3.189
H 3.601 -8.407 4.511
H 1.526 -9.139 3.775
C 0.455 2.151 -7.089
C 0.752 1.869 -5.634
O -0.153 2.553 -4.760
H 0.518 3.223 -7.278
H 1.153 1.640 -7.752
H -0.559 1.825 -7.330
H 1.752 2.209 -5.364
H 0.697 0.792 -5.437
H -1.050 2.287 -5.010
C 1.691 -4.347 6.018
C 2.739 -5.293 5.465
O 2.653 -6.598 6.016
H 1.777 -4.278 7.103
H 1.809 -3.348 5.593
H 0.684 -4.697 5.780
H 3.741 -4.939 5.709
H 2.659 -5.340 4.370
H 1.789 -6.962 5.791
C -3.589 5.286 -6.501
C -2.607 4.206 -6.906
O -2.872 2.973 -6.222
H -3.545 5.453 -5.425
H -3.367 6.225 -7.009
H -4.611 4.998 -6.758
H -1.589 4.482 -6.633
H -2.634 4.039 -7.987
H -3.762 2.694 -6.462
C -0.034 -0.330 6.070
C -0.471 -1.767 5.872
O -1.882 -1.911 5.979
H -0.351 0.041 7.046
H 1.051 -0.225 5.995
H -0.493 0.301 5.312
H -0.044 -2.423 6.631
H -0.136 -2.130 4.891
H -2.277 -1.345 5.306
*
```

## Properties
* orbital gap: 9.06 eV
* LUMO level: -2.2 eV

---

The least stable of them is w.

---

w.
# C5H12N3

A cluster of 2 separate species, C5H12N3 in total (ωB97M-V/def2-TZVPD, the OMol25 dataset).

The geometry in ORCA input format:
```
! wB97M-V def2-TZVPD RIJCOSX def2/J DEFGRID3
* xyz 1 1
C 1.729 -1.880 -0.190
C 1.027 -0.940 0.747
C -0.452 -0.712 0.359
C -1.252 0.500 0.882
C -1.365 1.285 -0.428
N 5.428 2.002 -0.347
N 4.590 1.306 -0.201
N -2.463 1.354 -1.131
H 1.955 -1.355 -1.057
H 2.664 -2.193 0.256
H 1.046 -2.648 -0.414
H 1.683 -0.049 0.904
H 0.963 -1.389 1.717
H -0.603 -0.673 -0.670
H -1.053 -1.599 0.697
H -0.973 1.243 1.606
H -2.307 0.223 1.111
H -0.302 1.599 -0.960
H -2.539 1.759 -2.090
H -3.319 0.988 -0.710
*
```

## Properties
* orbital gap: 10.23 eV
* LUMO level: -4.8 eV

---

x.
# C5H12N3

A structure of composition C5H12N3 (ωB97M-V/def2-TZVPD, the OMol25 dataset).

The geometry in ORCA input format:
```
! wB97M-V def2-TZVPD RIJCOSX def2/J DEFGRID3
* xyz 1 1
C 1.559 0.190 0.608
C 1.804 0.581 -1.001
C -0.636 -1.183 0.431
C -1.082 0.712 0.986
C 0.029 0.175 0.211
N 0.336 0.653 -1.131
N -0.365 0.148 -2.192
N -1.563 -0.602 1.501
H 1.996 -0.743 0.977
H 1.994 0.967 1.307
H 2.369 1.480 -1.190
H 2.186 -0.281 -1.498
H -1.209 -1.490 -0.443
H -0.124 -1.989 0.752
H -1.004 1.441 1.769
H -1.821 1.054 0.272
H 0.171 -0.581 -2.678
H -0.747 0.934 -2.774
H -2.579 -0.675 1.538
H -1.313 -0.791 2.557
*
```

## Properties
* orbital gap: 9.07 eV
* LUMO level: -3.5 eV

---

The least stable of them is x.

---

w.
# C2H17NO5

A structure of composition C2H17NO5 (ωB97M-V/def2-TZVPD, the OMol25 dataset).

The geometry in ORCA input format:
```
! wB97M-V def2-TZVPD RIJCOSX def2/J DEFGRID3
* xyz 0 1
H -0.753 -0.373 -0.640
O -1.506 -1.078 -0.155
N 0.001 0.543 -1.260
H -2.150 -1.383 -0.813
H -0.478 0.726 -2.141
C 1.306 -0.023 -1.529
H 1.185 -1.056 -1.885
H 1.750 -0.237 -0.578
H 0.085 1.433 -0.786
C 2.266 0.825 -2.355
H 2.810 1.556 -1.746
H 2.942 0.190 -2.907
H 1.693 1.353 -3.101
O -2.521 0.772 1.480
H -2.192 0.025 0.914
H -1.907 0.715 2.234
O 0.270 -2.775 1.051
H -0.393 -3.105 1.693
H -0.265 -2.184 0.471
O -1.042 2.677 0.115
H -0.556 3.176 0.780
H -1.706 2.158 0.628
O 1.828 -0.711 1.924
H 2.769 -0.511 1.937
H 1.658 -1.648 1.741
*
```

## Properties
* orbital gap: 10.81 eV
* LUMO level: 0.6 eV

---

x.
# C2H17NO5

A cluster of 6 separate species, C2H17NO5 in total (ωB97M-V/def2-TZVPD, the OMol25 dataset).

The geometry in ORCA input format:
```
! wB97M-V def2-TZVPD RIJCOSX def2/J DEFGRID3
* xyz 0 1
C -0.033 -1.651 2.770
C -1.181 -1.463 1.782
N -1.225 -0.193 1.126
H 0.581 -0.796 2.929
H -0.341 -2.092 3.688
H 0.818 -2.252 2.399
H -1.031 -2.322 1.076
H -2.123 -1.661 2.298
H -0.245 -0.049 0.671
H -1.341 0.566 1.801
H 1.247 0.204 -2.151
H 2.366 -0.926 -2.384
O 1.912 -0.355 -1.822
H 2.754 0.261 1.274
H 2.783 0.146 -0.311
O 2.709 0.717 0.449
H 1.225 1.657 -0.091
H 0.872 3.169 -0.381
O 0.474 2.345 -0.069
H -0.158 1.498 -1.668
H -1.148 0.471 -2.254
O -0.272 0.861 -2.417
H -2.707 -0.253 -0.442
H -2.712 -1.538 -1.161
O -2.947 -0.574 -1.202
*
```

## Properties
* structure (SMILES): CCN.O.O.O.O.O
* orbital gap: 10.25 eV
* LUMO level: 0.6 eV

---

The least stable of them is x.

---

w.
# C4H7NO5

The molecule C4H7NO5 (ωB97M-V/def2-TZVPD, the OMol25 dataset).

The geometry in ORCA input format:
```
! wB97M-V def2-TZVPD RIJCOSX def2/J DEFGRID3
* xyz 0 1
C -0.384 0.343 0.164
C 0.766 -0.740 -0.253
C 2.400 -0.489 -0.422
C -1.635 -0.424 -0.402
H 0.568 0.629 2.122
H -0.615 1.600 1.713
H -1.192 1.816 -0.870
H 0.445 -1.073 -1.137
H 0.368 -1.422 0.515
H 1.587 1.253 -0.593
H -2.998 -1.584 -0.225
N -0.290 0.420 1.699
O -0.376 1.482 -0.345
O 2.497 0.813 -0.639
O 3.271 -1.253 -0.118
O -2.297 -1.323 0.378
O -2.115 -0.048 -1.585
*
```

## Properties
* structure (SMILES): N[C@@](O)(CC(=O)O)C(=O)O
* orbital gap: 10.38 eV
* LUMO level: 0.2 eV

---

x.
# C4H7NO5

A cluster of 2 separate species, C4H7NO5 in total (ωB97M-V/def2-TZVPD, the OMol25 dataset).

The geometry in ORCA input format:
```
! wB97M-V def2-TZVPD RIJCOSX def2/J DEFGRID3
* xyz 0 1
C -0.330 3.162 0.554
C -0.211 2.410 -0.726
C -0.165 0.675 -0.260
C -0.019 -0.410 -1.341
O 0.997 -1.059 -1.428
O -1.310 0.668 0.283
O -0.858 -4.277 0.881
N -0.743 -3.433 1.761
O -0.015 -3.534 2.769
O 1.030 2.370 -1.323
H -1.263 2.834 1.013
H 0.484 2.869 1.230
H -0.375 4.242 0.428
H -1.055 2.452 -1.427
H 0.771 0.665 0.337
H -0.946 -0.553 -1.928
H 1.121 3.164 -1.900
*
```

## Properties
* orbital gap (spin up / spin down): 8.10 / 6.95 eV
* LUMO level (spin up / spin down): -1.4 / -2.5 eV

---

The least stable of them is x.

---

w.
# C2HNO2S

A cluster of 2 separate species, C2HNO2S in total (ωB97M-V/def2-TZVPD, the OMol25 dataset).

The geometry in ORCA input format:
```
! wB97M-V def2-TZVPD RIJCOSX def2/J DEFGRID3
* xyz 0 1
C 0.049 -0.556 -0.041
C 3.174 -0.391 0.058
N 0.826 -1.419 -0.069
O 3.818 -1.337 -0.038
O 2.851 0.745 0.047
S 1.487 1.778 -0.032
H -0.612 0.280 -0.090
*
```

## Properties
* orbital gap: 8.89 eV
* LUMO level: 0.0 eV

---

x.
# C2HNO2S

A structure of composition C2HNO2S (ωB97M-V/def2-TZVPD, the OMol25 dataset).

The geometry in ORCA input format:
```
! wB97M-V def2-TZVPD RIJCOSX def2/J DEFGRID3
* xyz 0 1
C -1.022 0.280 -0.619
C 0.833 -0.343 0.897
N -0.953 0.121 0.610
O 1.275 -0.544 1.984
O 1.356 -0.198 -0.246
S 0.450 0.191 -1.586
H -1.939 0.493 -1.040
*
```

## Properties
* orbital gap: 9.72 eV
* LUMO level: -0.4 eV

---

The least stable of them is w.

---

w.
# C3H9N3O2

A cluster of 2 separate species, C3H9N3O2 in total (ωB97M-V/def2-TZVPD, the OMol25 dataset).

The geometry in ORCA input format:
```
! wB97M-V def2-TZVPD RIJCOSX def2/J DEFGRID3
* xyz 0 1
C 1.465 1.248 0.010
C 1.563 -1.117 -0.744
C 1.077 -0.186 0.351
N 0.367 -0.636 1.300
N -2.180 -0.671 0.377
N -1.839 0.559 0.511
O -3.024 -1.095 -0.472
O -2.756 1.411 -0.038
H 1.168 1.362 -1.020
H 0.958 1.932 0.667
H 2.585 1.279 0.177
H 1.104 -0.813 -1.660
H 1.391 -2.125 -0.682
H 2.690 -0.969 -0.866
H -3.028 0.904 -0.855
H 0.003 0.174 1.976
H -1.544 -1.258 0.969
*
```

## Properties
* structure (SMILES): [O-]/[NH+]=N\O.CC(C)=N
* orbital gap (spin up / spin down): 10.17 / 10.17 eV
* LUMO level (spin up / spin down): 0.5 / 0.5 eV

---

x.
# C3H9N3O2

The molecule C3H9N3O2 (ωB97M-V/def2-TZVPD, the OMol25 dataset).

The geometry in ORCA input format:
```
! wB97M-V def2-TZVPD RIJCOSX def2/J DEFGRID3
* xyz 0 1
C -0.803 -1.856 0.601
C -0.095 0.392 -0.112
N -1.078 1.421 0.126
N -0.099 -0.087 -1.477
N -0.103 -0.627 0.917
H 0.167 0.660 -2.104
H -1.972 0.995 0.346
H -0.793 1.980 0.926
H -1.010 -0.451 -1.728
H -1.856 -1.615 0.444
H -0.727 -2.521 1.459
H -0.412 -2.374 -0.283
C 1.343 0.962 0.256
O 2.204 0.715 -0.736
O 1.528 1.719 1.178
H 2.751 1.507 -0.908
H 0.956 -0.820 1.094
*
```

## Properties
* structure (SMILES): CNC(N)(N)C(=O)O
* orbital gap: 9.75 eV
* LUMO level: 0.6 eV

---

The least stable of them is w.

---

w.
# C3H9N3O2

A cluster of 2 separate species, C3H9N3O2 in total (ωB97M-V/def2-TZVPD, the OMol25 dataset).

The geometry in ORCA input format:
```
! wB97M-V def2-TZVPD RIJCOSX def2/J DEFGRID3
* xyz 0 1
C -0.596 -0.523 -1.046
C 0.498 1.483 0.549
C -1.939 -0.704 -0.411
N 0.668 -1.040 0.449
N 0.996 0.225 -0.034
O 0.741 -0.942 1.880
N 2.421 0.256 -0.324
O 2.718 0.967 -1.250
H 0.948 -1.847 2.146
H -0.185 -1.388 -1.551
H -0.531 0.352 -1.691
H -0.586 1.484 0.629
H 0.813 2.298 -0.098
H 0.912 1.612 1.548
H -2.694 -0.752 -1.207
H -1.981 -1.616 0.181
H -2.206 0.135 0.232
*
```

## Properties
* orbital gap (spin up / spin down): 7.94 / 7.94 eV
* LUMO level (spin up / spin down): 0.2 / 0.2 eV

---

x.
# C3H9N3O2

A cluster of 2 separate species, C3H9N3O2 in total (ωB97M-V/def2-TZVPD, the OMol25 dataset).

The geometry in ORCA input format:
```
! wB97M-V def2-TZVPD RIJCOSX def2/J DEFGRID3
* xyz 0 1
N -2.138 0.549 1.268
C -1.793 0.543 -0.136
O -1.859 -0.632 -0.604
O -1.406 1.591 -0.725
H -2.641 1.406 1.587
H -2.790 -0.263 1.418
C 1.559 -0.802 -1.766
N 0.656 0.285 1.571
C 0.784 -0.424 0.477
N 1.555 -0.089 -0.505
H 1.848 -0.085 -2.522
H 0.576 -1.148 -1.989
H 2.356 -1.600 -1.782
H 1.177 1.121 1.656
H -0.134 0.097 2.182
H 0.164 -1.304 0.287
H 2.084 0.755 -0.415
*
```

## Properties
* orbital gap: 8.40 eV
* LUMO level: 0.4 eV

---

The least stable of them is w.